The molecule C3H5NO at a distorted geometry. Source: the OMol25 dataset; level of theory: ωB97M-V/def2-TZVPD.

**Orbital gap (alpha / beta)**: 0.331 / 0.343 Ha
**HOMO level (alpha / beta)**: -9.0 / -9.3 eV
**E_LUMO (alpha / beta)**: 0.016 / 0.074 eV

Last column: natural (NBO) charge in e.
Positions of all 10 atoms, in Å:
C1 -1.383 0.081 -0.020  -0.671
C2 -0.002 0.157 0.533  -0.041
O1 1.631 -0.827 -0.884  -0.714
C3 1.145 0.295 -0.270  0.347
N1 1.397 1.505 -0.197  -0.315
H1 -1.396 0.162 -1.111  0.229
H2 -1.988 0.872 0.421  0.234
H3 -1.852 -0.877 0.263  0.240
H4 0.149 -0.173 1.561  0.202
H5 2.299 -1.196 -0.295  0.490

=====

A cluster of 2 separate species, C3H5NO in total at a distorted geometry. Source: the OMol25 dataset; level of theory: ωB97M-V/def2-TZVPD.

**Orbital gap**: 0.355 Ha
**HOMO level**: -8.7 eV
**E_LUMO**: 0.939 eV

Last column: natural (NBO) charge in e.
Positions of all 10 atoms, in Å:
C1 1.491 0.798 -1.374  -0.825
C2 0.506 1.230 -0.614  0.728
O1 -0.387 1.560 0.066  -0.419
H1 1.462 0.420 -2.371  0.264
H2 2.448 0.517 -0.999  0.261
C3 -0.881 -1.060 1.368  -0.057
N1 -1.536 -0.204 0.769  -0.576
H3 -0.256 -0.778 2.257  0.152
H4 -0.826 -1.993 1.005  0.136
H5 -2.022 -0.491 -0.107  0.336

=====

Ordered relative energy (zero: lowest compared OMol25 entry of this formula, charge and spin) results: 330.7, 297.1; unit kJ/mol.